Record 1
DFT (ωB97M-V with the def2-TZVPD basis set) results for a 2-piece molecular cluster, C6H14N2O3S overall.

Geometry as XYZ:
```
26
C6H14N2O3S, DFT ωB97M-V with the def2-TZVPD basis set
S -1.280 2.231 -2.115
N -2.551 1.340 -1.219
C 0.186 0.492 1.240
H -0.680 -1.275 0.819
C -0.011 -0.698 0.237
H 0.060 2.283 -0.382
H -0.635 -0.468 -0.598
H 3.069 -1.100 -1.395
H -3.645 2.695 -1.752
C 2.139 -0.420 -1.160
H 1.078 -2.261 -0.734
C 1.246 -1.304 -0.221
H -3.107 1.825 1.275
H 2.466 0.546 -0.619
H 1.064 1.120 1.003
H 0.421 -0.079 2.247
N -3.655 1.826 -1.346
O -0.355 1.212 -2.543
C -2.251 1.106 1.267
H 1.893 -1.445 0.666
O -0.561 2.984 -0.896
H -2.690 0.138 1.112
C -0.966 1.420 1.385
H 1.755 -0.190 -2.078
H -0.662 2.474 1.301
O -1.866 3.169 -3.041
```

The HOMO energy is -0.350 hartree. Its spin multiplicity is 1. The calculation puts the LUMO energy at -0.4544 eV. For the energy above the lowest of the compared OMol25 structures with the same formula, charge and spin, the calculation gives 3.865 eV. Its net charge is 0. The total energy comes out at -970.2720 Eh. As for the SMILES: [H]/N=N\S(=O)(=O)O.C=CCCCC. As for the orbital gap: 0.3336 Eh.

***

Record 2
DFT (ωB97M-V with the def2-TZVPD basis set) results for an isolated ion of composition CHF2N2O3 and charge -1.

Geometry as XYZ:
```
9
CHF2N2O3, DFT ωB97M-V with the def2-TZVPD basis set
O 1.222 1.275 0.521
F -1.474 -0.287 -1.235
C -1.278 -0.034 0.104
H -0.901 0.862 0.371
F -2.477 -0.314 0.680
N 0.993 -0.907 -0.121
O 2.529 0.221 -0.918
N 1.624 0.220 -0.068
O -0.237 -1.036 0.666
```

The HOMO energy is -0.160 hartree. Its spin multiplicity is 1. The calculation puts the LUMO energy at 4.1353 eV. For the energy above the lowest of the compared OMol25 structures with the same formula, charge and spin, the calculation gives 0.476 eV. Its net charge is -1. The total energy comes out at -573.5503 Eh. As for the SMILES: [O-][N+]([O-])=NOC(F)F. As for the orbital gap: 0.3123 Eh.

***

Record 3
DFT (ωB97M-V with the def2-TZVPD basis set) results for one molecule with the formula C9H11NOS.

Geometry as XYZ:
```
23
C9H11NOS, DFT ωB97M-V with the def2-TZVPD basis set
H 1.629 0.780 0.256
H 0.283 -0.653 4.324
H 0.432 -2.572 -0.279
C -0.411 -0.266 1.802
O 0.312 -1.179 -2.442
H -0.526 0.219 -3.905
C 0.871 1.331 -0.082
C 0.076 -1.638 -0.092
H 0.729 -0.677 -4.337
C -0.121 -1.435 1.264
C 0.128 -0.778 -1.146
H -2.637 1.869 1.288
C -0.735 -0.311 4.098
S -1.494 2.483 0.990
H -0.045 -2.217 1.945
H 0.797 0.686 -3.070
C -0.492 1.071 0.526
H -0.661 1.073 -1.802
N -1.048 -0.029 2.964
H 1.146 2.389 -0.414
C -0.195 0.612 -0.883
H -1.324 -0.083 4.937
C 0.345 -0.182 -3.432
```

The HOMO energy is -0.269 hartree. Its spin multiplicity is 1. The calculation puts the LUMO energy at 0.6851 eV. For the energy above the lowest of the compared OMol25 structures with the same formula, charge and spin, the calculation gives 5.541 eV. Its net charge is 0. The total energy comes out at -877.5339 Eh. As for the SMILES: C=NC1=CC=C(OC)[C@@H]2C[C@]12S. As for the orbital gap: 0.2937 Eh.

***

Record 4
DFT (ωB97M-V with the def2-TZVPD basis set) results for an isolated ion of composition C3H8N3 and charge +1.

Geometry as XYZ:
```
14
C3H8N3, DFT ωB97M-V with the def2-TZVPD basis set
C -0.103 -1.719 -0.103
H -3.151 1.187 -0.534
H 2.530 1.466 -0.103
H 1.990 -0.008 -1.012
N 1.834 0.712 -0.310
C -2.145 1.059 -0.405
C 0.587 1.023 0.011
H -1.321 1.627 -0.803
H 0.925 -1.744 0.274
N -0.536 -0.330 0.161
H 0.174 1.720 0.781
N -1.741 -0.080 -0.030
H -0.199 -1.848 -1.235
H -0.865 -2.296 0.451
```

The HOMO energy (spin up / spin down) is -0.498 / -0.498 hartree. Its spin multiplicity is 1. The calculation puts the LUMO energy (spin up / spin down) at -5.6882 / -5.6890 eV. For the energy above the lowest of the compared OMol25 structures with the same formula, charge and spin, the calculation gives 5.373 eV. Its net charge is +1. The total energy comes out at -282.9663 Eh. As for the SMILES: C=NN(C)C=[NH2+]. As for the orbital gap (spin up / spin down): 0.2889 / 0.2888 Eh.

***

Record 5
DFT (ωB97M-V with the def2-TZVPD basis set) results for C23H16AsF10N3O6RuS as an isolated structure.

Geometry as XYZ:
```
61
C23H16AsF10N3O6RuS, DFT ωB97M-V with the def2-TZVPD basis set
C 2.730 -1.886 -4.599
N 0.685 -1.190 -1.516
C -0.070 -2.435 -1.387
F 1.200 -3.285 -3.600
H -2.143 -1.689 2.210
F -0.823 5.292 3.757
N -1.073 -1.180 0.424
O 3.584 0.590 2.250
H -0.968 0.414 3.333
H 4.727 -2.674 -1.003
C -0.002 4.584 0.327
O 4.043 2.778 1.206
O 2.608 -3.013 0.058
F 3.677 1.527 -4.020
H -2.382 0.703 2.329
C -0.477 2.468 1.472
C -2.258 -0.741 -0.303
H -2.538 0.256 0.028
S 3.450 1.478 1.104
C 4.260 0.566 -0.171
C 5.757 0.399 -2.019
C 5.642 -0.983 -1.979
C 1.818 -2.083 -3.573
F 2.954 -2.882 -5.469
H 6.193 -1.589 -2.687
C 5.062 1.187 -1.111
C 3.398 -0.692 -4.752
O 1.481 -1.114 1.552
N -0.595 1.098 1.323
C 3.104 0.327 -3.867
H -2.041 -0.699 -1.369
C -0.599 -2.509 0.016
F 4.287 -0.516 -5.743
O 2.019 1.571 0.657
H 2.469 -3.790 0.615
F 0.315 5.224 -0.803
C -1.347 0.337 2.313
H -0.378 -1.568 2.326
As 3.086 -1.721 1.235
C 4.129 -0.817 -0.128
H 6.393 0.868 -2.759
C 4.825 -1.599 -1.040
C -0.714 3.238 2.612
F -0.008 2.573 -0.840
H -1.377 -3.280 0.109
H 0.523 -3.331 -1.552
H 5.146 2.266 -1.112
F -0.096 6.640 1.499
H -3.084 -1.438 -0.124
H -0.885 -2.444 -2.124
C -0.587 4.620 2.623
Ru 0.677 0.040 0.198
C -0.146 3.219 0.334
F 1.926 1.138 -2.038
F -1.067 2.673 3.785
C 1.538 -1.105 -2.597
C -1.261 -1.119 1.889
C 2.205 0.113 -2.851
H 0.219 -2.747 0.687
O 3.821 -2.610 2.385
C -0.220 5.306 1.489
```

The HOMO energy (spin up / spin down) is -0.181 / -0.191 hartree. Its spin multiplicity is 2. The calculation puts the LUMO energy (spin up / spin down) at 2.4528 / 2.4775 eV. For the energy above the lowest of the compared OMol25 structures with the same formula, charge and spin, the calculation gives 0.000 eV. Its net charge is -1. The total energy comes out at -5229.2977 Eh. The expectation value of S² is 0.755. As for the orbital gap (spin up / spin down): 0.2715 / 0.2824 Eh.

***

Record 6
DFT (ωB97M-V with the def2-TZVPD basis set) results for a 2-piece molecular cluster, C4H12N2O3 overall.

Geometry as XYZ:
```
21
C4H12N2O3, DFT ωB97M-V with the def2-TZVPD basis set
H -0.745 0.902 -1.691
H -0.820 -2.441 1.848
O -1.550 1.444 -1.650
O 0.725 1.616 1.664
C 1.770 0.098 -2.188
O -0.818 -2.273 0.887
C 1.344 -0.175 0.206
H -1.431 -0.941 -0.455
H 0.598 -1.325 -1.303
N -0.883 0.098 1.273
H 1.954 1.162 -2.059
H 2.729 -0.429 -2.200
H 1.310 -0.023 -3.167
H -1.612 1.688 -0.721
H 2.266 0.393 0.208
C 0.388 0.597 1.096
N 0.847 -0.357 -1.158
H -1.446 0.606 1.934
H -2.515 -1.084 0.929
C -1.473 -1.038 0.621
H 1.574 -1.133 0.677
```

The HOMO energy is -0.346 hartree. Its spin multiplicity is 1. The calculation puts the LUMO energy at 0.5084 eV. For the energy above the lowest of the compared OMol25 structures with the same formula, charge and spin, the calculation gives 0.970 eV. Its net charge is 0. The total energy comes out at -494.8418 Eh. As for the SMILES: CNCC(=O)NCO.O. As for the orbital gap: 0.3650 Eh.